Below is C14H19NO6Si in the gas phase in a non-equilibrium geometry, with properties calculated with wB97M-V/def2-TZVPD.

```
41
Properties=species:S:1:pos:R:3:forces:R:3
C 1.810 -6.474 -1.639 -0.4516 -3.6961 -0.6670
O 1.402 -5.192 -1.387 2.1973 2.1624 0.9091
C 2.572 -4.503 -1.054 1.7647 1.4952 0.8796
O 3.708 -4.970 -0.851 -3.3553 0.3541 -0.9107
C 2.343 -3.016 -0.924 -0.7088 -0.3553 0.3461
C 1.045 -2.529 -0.968 1.2349 0.4566 -0.7921
C 0.780 -1.177 -0.987 -1.4190 -0.0715 -0.2329
C 1.737 -0.253 -0.695 2.1870 -1.4326 0.3533
O 1.507 1.078 -0.642 -1.9051 1.2429 0.9416
Si 0.036 1.655 0.039 -0.0988 -1.2467 0.1946
O -1.222 0.869 -0.736 2.2349 0.5392 0.2740
C -2.538 0.848 -0.317 -1.6845 0.1244 0.7481
C -2.693 1.416 1.181 -1.8103 1.2532 -1.2772
N -2.313 2.861 1.327 1.0356 0.7413 0.4417
C -1.386 3.211 2.542 -3.2711 -1.1456 -1.3283
C -0.071 2.504 2.479 1.0857 -1.2372 2.5586
O -0.032 1.360 1.692 0.6179 -0.6787 -2.5854
C -2.498 3.823 0.215 -0.0222 -1.7892 0.6258
C -1.360 3.624 -0.811 -1.6226 -1.6537 -1.1205
O -0.155 3.253 -0.195 0.9970 0.2020 -0.0687
C 3.047 -0.766 -0.473 -0.0282 0.3473 0.0797
C 3.375 -2.103 -0.672 -0.2704 -0.6522 -0.1683
H 0.882 -7.170 -1.659 1.4603 1.3437 -0.7807
H 2.349 -6.868 -0.761 0.2506 0.1050 -0.6119
H 2.493 -6.436 -2.567 -1.2242 -0.8441 1.3266
H 0.278 -3.203 -1.176 -1.2571 -0.9186 -0.1941
H -0.205 -0.814 -1.253 0.0472 -0.3381 0.1974
H -2.908 -0.186 -0.550 0.1406 0.5667 1.2099
H -3.179 1.427 -1.027 0.5304 0.1612 0.6024
H -3.748 1.302 1.539 0.4597 -0.1043 -0.6127
H -2.092 0.881 1.863 0.5514 -0.8233 0.4722
H -2.103 2.932 3.354 1.2965 -0.1210 -0.0366
H -1.174 4.259 2.697 -0.4318 0.4896 -0.6008
H 0.777 3.101 2.281 0.5780 1.3974 -0.9257
H 0.260 2.138 3.466 -0.7102 0.1327 0.2078
H -2.509 4.829 0.593 0.2464 0.4512 0.4361
H -3.533 3.676 -0.194 1.0010 -0.0069 -0.1045
H -1.612 2.804 -1.538 -0.1679 0.8826 0.6617
H -1.249 4.455 -1.442 0.5767 1.5777 -0.5216
H 3.794 -0.097 -0.084 0.3059 0.3215 -0.2910
H 4.382 -2.549 -0.668 -0.3605 0.7672 0.3642
```
Positions in Å, forces in eV/Å.

Calculated values
LUMO level in eV: 0.72
HOMO level in eV: -8.40
Frontier orbital gap in eV: 9.12
SMILES: COC(=O)c1ccc(O[Si]23OCCN(CCO2)CCO3)cc1
Calculated total energy in eV: -36480.67837

Results of the Löwdin charge analysis, in e, for atoms 1 through 5: -0.132, -0.063, -0.368, 0.072, -0.133